This record from OMol25 describes a structure of composition C24H29CrN7OS. The level of theory is ωB97M-V with the def2-TZVPD basis set.

As for the spin multiplicity: 2. The energy above the lowest of the compared OMol25 structures with the same formula, charge and spin is 0.0 kJ/mol. As for the expectation value of S²: 0.758. As for the net charge: +3. Its gap between HOMO and LUMO (spin up / spin down) is 7.2 / 7.7 eV. The total energy comes out at -77071.45018 eV. The HOMO energy (spin up / spin down) is -17.59 / -17.59 eV.

Cartesian coordinates (Å):
Cr: 0.592 0.130 0.085
C: 0.674 -4.205 0.084
C: 0.682 -2.741 -0.203
N: 0.458 -1.821 0.666
N: 0.154 -2.119 1.971
C: -0.013 -1.090 2.841
N: -0.349 -1.401 4.078
S: 0.236 0.542 2.390
C: 0.946 -2.206 -1.569
C: 1.088 -3.015 -2.670
C: 1.290 -2.424 -3.919
C: 1.349 -1.050 -4.012
C: 1.205 -0.292 -2.856
N: 0.999 -0.850 -1.664
H: 0.992 -4.426 1.102
H: 1.353 -4.733 -0.580
H: -0.327 -4.620 -0.069
H: 0.000 -3.082 2.239
H: -0.451 -2.351 4.405
H: -0.438 -0.665 4.764
H: 1.038 -4.091 -2.581
H: 1.399 -3.043 -4.801
H: 1.507 -0.555 -4.960
H: 1.254 0.788 -2.884
C: 4.728 -0.378 1.141
C: 5.232 0.899 0.944
C: 4.397 1.889 0.452
C: 3.079 1.586 0.171
N: 2.592 0.341 0.372
C: 3.405 -0.616 0.847
C: 2.109 2.556 -0.380
C: 2.428 3.851 -0.738
C: 1.451 4.656 -1.301
C: 0.185 4.135 -1.505
C: -0.074 2.836 -1.116
N: 0.864 2.059 -0.550
H: 5.346 -1.179 1.522
H: 6.266 1.123 1.173
H: 4.776 2.888 0.293
H: 2.973 -1.595 0.997
H: 3.428 4.233 -0.592
H: 1.683 5.674 -1.588
H: -0.600 4.724 -1.960
H: -1.049 2.392 -1.254
O: -1.299 0.166 -0.314
C: -2.541 0.153 -0.530
C: -3.340 -1.104 -0.502
C: -4.382 -0.928 0.639
C: -3.932 -0.014 1.805
C: -4.140 1.503 1.622
C: -3.192 2.155 0.618
N: -3.209 1.308 -0.617
H: -2.669 -1.944 -0.326
H: -3.832 -1.269 -1.465
H: -4.617 -1.919 1.024
H: -5.316 -0.548 0.220
H: -2.877 -0.208 2.047
H: -4.492 -0.315 2.690
H: -4.025 2.007 2.583
H: -5.172 1.687 1.307
H: -2.168 2.183 0.990
H: -3.491 3.166 0.355
H: -4.163 1.169 -0.933

Results of the natural (NBO) charge analysis, in e, for atoms 1 through 2: 1.00, -0.71

This record from OMol25 describes a structure of composition C24H29IrN2O9SSe2. The level of theory is ωB97M-V with the def2-TZVPD basis set.

As for the spin multiplicity: 6. The energy above the lowest of the compared OMol25 structures with the same formula, charge and spin is 31.7 kJ/mol. As for the expectation value of S²: 8.771. As for the net charge: -1. Its gap between HOMO and LUMO (spin up / spin down) is 7.1 / 6.3 eV. The total energy comes out at -191133.41039 eV. The HOMO energy (spin up / spin down) is -4.76 / -5.57 eV.

Cartesian coordinates (Å):
Ir: -0.491 0.065 -1.640
O: 1.481 2.095 -4.378
C: 1.726 3.315 -3.692
C: 1.890 3.184 -2.166
C: 2.794 4.338 -1.705
O: 2.887 4.490 -0.298
C: 2.648 1.893 -1.823
Se: 1.939 0.175 -2.351
C: 0.555 3.368 -1.427
Se: -0.983 2.463 -2.174
H: 0.574 1.773 -4.232
H: 0.934 4.041 -3.900
H: 2.658 3.697 -4.112
H: 2.390 5.280 -2.089
H: 3.788 4.199 -2.147
H: 2.740 3.646 0.156
H: 2.773 1.806 -0.743
H: 3.629 1.931 -2.297
H: 0.301 4.428 -1.430
H: 0.640 3.042 -0.395
O: 2.075 2.015 1.335
C: 1.080 1.318 1.514
N: 0.626 0.961 2.766
C: -0.582 0.174 2.710
C: -0.751 0.133 1.176
O: -1.656 -0.449 0.567
N: 0.238 0.784 0.558
C: -0.388 -1.240 3.284
C: 0.404 -1.405 4.416
C: 0.583 -2.657 4.986
C: -0.034 -3.769 4.428
C: -0.829 -3.612 3.301
C: -1.008 -2.356 2.731
C: -1.789 0.826 3.386
C: -3.071 0.348 3.118
C: -4.170 0.885 3.772
C: -4.006 1.902 4.705
C: -2.735 2.392 4.961
C: -1.633 1.859 4.301
H: 1.098 1.270 3.594
H: 0.892 -0.549 4.869
H: 1.205 -2.763 5.867
H: 0.107 -4.749 4.868
H: -1.314 -4.472 2.854
H: -1.614 -2.248 1.839
H: -3.206 -0.429 2.375
H: -5.160 0.507 3.547
H: -4.864 2.312 5.223
H: -2.595 3.197 5.673
H: -0.651 2.272 4.498
O: -3.031 0.624 -3.080
S: -2.202 -0.437 -3.654
O: -1.809 -1.419 -2.528
O: -0.837 0.122 -4.043
O: -2.806 -1.146 -4.755
C: 1.021 -4.214 -4.242
C: 0.959 -4.795 -2.806
C: 0.465 -3.615 -1.967
O: 0.871 -2.457 -2.685
C: 0.611 -2.747 -4.062
H: 0.339 -4.728 -4.920
H: 2.029 -4.294 -4.648
H: 1.950 -5.108 -2.475
H: 0.288 -5.651 -2.731
H: 0.915 -3.565 -0.976
H: -0.625 -3.617 -1.873
H: 1.187 -2.043 -4.659
H: -0.448 -2.598 -4.273

Results of the natural (NBO) charge analysis, in e, for atoms 1 through 2: 1.05, -0.73